[1]
This record from the OMol25 dataset describes C5H11NO3 as an isolated structure in a non-equilibrium geometry. The level of theory is ωB97M-V/def2-TZVPD.

The geometry in XYZ format:
```
20
Properties=species:S:1:pos:R:3:forces:R:3:nbo_charge:R:1
C 0.382 0.648 0.818 -1.897 -0.734 -0.064 0.482
C 2.663 -0.412 -0.555 -0.163 -0.217 -0.013 -0.266
C 0.622 1.257 2.165 0.363 -0.243 0.037 -0.694
O 1.815 -0.572 0.586 -1.507 -1.201 -0.437 -0.685
O -0.472 -0.299 0.652 0.437 1.543 0.300 -0.775
H 0.859 -1.074 0.389 2.751 0.935 0.238 0.539
H 0.611 1.307 -0.034 0.184 -0.202 -0.029 0.140
H 3.223 -1.335 -0.713 0.010 0.075 -0.050 0.187
H 2.081 -0.169 -1.447 0.055 -0.011 0.055 0.202
H 3.363 0.396 -0.341 -0.034 -0.044 0.043 0.185
H 0.392 0.545 2.955 -0.076 0.008 -0.044 0.232
H -0.007 2.143 2.267 -0.043 -0.023 -0.033 0.232
H 1.665 1.561 2.254 -0.059 0.115 0.001 0.227
C -3.218 -0.853 -0.861 -0.089 -0.068 0.118 -0.412
N -2.301 -0.456 -1.889 0.008 -0.004 -0.112 -0.532
C -1.176 -0.096 -2.036 -0.189 0.031 -0.178 0.877
O -0.117 0.281 -2.376 0.250 0.041 0.092 -0.577
H -4.090 -0.198 -0.890 0.055 -0.041 0.056 0.203
H -3.557 -1.871 -1.060 0.019 0.057 0.065 0.203
H -2.737 -0.802 0.115 -0.073 -0.016 -0.043 0.233
```
Forces are in eV/Å.

Values from the calculation:
Total charge = 0
Energy = -477.51895 a.u.
Molecular weight = 133.15 g mol⁻¹


[2]
This record from the OMol25 dataset describes an isolated ion of composition C5H11NOS and charge -2 in a non-equilibrium geometry. The level of theory is ωB97M-V/def2-TZVPD.

The geometry in XYZ format:
```
19
Properties=species:S:1:pos:R:3:forces:R:3:nbo_charge:R:1
C -1.090 -0.703 1.123 0.264 -0.599 -0.091 -0.448
C -2.299 0.100 1.586 -0.058 0.568 0.039 -0.521
S -3.881 -0.380 0.808 -0.057 0.110 0.093 -0.750
C 0.274 0.018 1.165 0.122 -0.645 -0.436 -0.205
N 0.741 0.657 -0.073 -0.465 0.180 0.567 -0.647
C 1.218 -0.238 -1.118 0.126 0.364 -0.504 -0.258
C 1.899 0.568 -2.244 0.209 -1.741 -1.130 -0.030
O 2.303 -0.220 -3.296 -0.021 0.060 0.241 -1.008
H -1.227 -1.108 0.121 -0.260 0.510 -0.359 0.218
H -1.035 -1.654 1.664 0.034 0.120 0.521 0.177
H -2.432 0.066 2.672 0.224 -0.446 0.131 0.165
H -2.048 1.168 1.464 -0.247 -0.039 -0.535 0.158
H 0.281 0.761 1.974 0.100 -0.155 0.029 0.161
H 1.020 -0.766 1.346 0.132 0.301 0.423 0.169
H -0.034 1.181 -0.469 0.057 0.142 0.035 0.343
H 0.418 -0.801 -1.612 0.029 -0.338 0.191 0.158
H 2.000 -0.905 -0.747 -0.216 -0.209 0.280 0.160
H 2.795 1.003 -1.753 -0.376 0.978 0.042 0.083
H 1.098 1.252 -2.611 0.403 0.839 0.462 0.077
```
Forces are in eV/Å.

Values from the calculation:
Total charge = -2
SMILES string = [O-]CCNCCC[S-]
Energy = -725.19984 a.u.
Molecular weight = 133.22 g mol⁻¹


[3]
This record from the OMol25 dataset describes one molecule with the formula C5H11NOS in a non-equilibrium geometry. The level of theory is ωB97M-V/def2-TZVPD.

The geometry in XYZ format:
```
19
Properties=species:S:1:pos:R:3:forces:R:3:nbo_charge:R:1
C 1.030 -0.789 0.193 0.592 1.118 -0.906 -0.232
N 1.957 0.376 0.070 0.101 -1.432 0.672 -0.625
C 3.193 0.307 0.638 -0.106 0.013 0.155 0.524
O 3.513 -0.531 1.453 0.073 -0.041 -0.025 -0.613
C -0.245 -0.343 0.860 -0.500 -0.655 1.474 -0.413
C -1.225 0.483 0.042 0.856 0.897 0.501 -0.429
C -2.224 -0.342 -0.716 -0.696 0.190 -1.014 -0.495
S -3.629 0.637 -1.426 0.132 -0.336 0.411 -0.058
H 0.881 -1.132 -0.836 -0.304 -0.172 0.083 0.188
H 1.561 -1.574 0.716 -0.019 0.047 0.284 0.243
H 1.792 0.986 -0.690 0.129 0.633 -0.598 0.389
H 3.905 1.091 0.331 -0.231 0.126 -0.138 0.115
H 0.026 0.222 1.756 0.240 0.151 -0.154 0.223
H -0.756 -1.205 1.317 -0.015 -0.036 -0.426 0.206
H -1.716 1.210 0.693 -0.450 -0.469 0.198 0.225
H -0.613 1.198 -0.528 -0.293 -0.413 -0.744 0.197
H -1.829 -0.928 -1.544 0.440 0.146 -0.026 0.215
H -2.687 -1.101 -0.084 -0.147 0.307 0.243 0.224
H -2.934 1.434 -2.245 0.198 -0.073 0.010 0.116
```
Forces are in eV/Å.

Values from the calculation:
Total charge = 0
SMILES string = O=CNCCCCS
Energy = -725.29188 a.u.
Molecular weight = 133.22 g mol⁻¹


[4]
This record from the OMol25 dataset describes a 2-piece molecular cluster, C5H11NOS overall in a non-equilibrium geometry. The level of theory is ωB97M-V/def2-TZVPD.

The geometry in XYZ format:
```
19
Properties=species:S:1:pos:R:3:forces:R:3:nbo_charge:R:1
C -3.444 0.315 -0.376 -1.623 0.341 2.208 -0.428
C 0.835 -0.037 0.600 1.558 0.420 -1.767 -0.433
C 1.980 -0.307 -0.079 0.083 -0.496 1.019 0.057
C 2.757 -1.713 0.056 -3.432 2.865 -2.484 -0.637
C 2.658 0.682 -0.985 -1.503 1.590 -0.247 -0.659
N -4.732 0.770 0.281 0.774 0.979 -0.131 -0.788
O -3.016 0.876 2.225 0.728 0.448 0.669 -0.947
S -3.752 -0.069 1.408 -0.431 -0.176 -1.485 1.342
H -2.550 0.867 -0.556 0.213 0.906 0.276 0.221
H -3.678 -0.394 -1.104 -0.148 -1.200 -1.005 0.205
H 0.360 -0.748 1.192 -0.437 -1.424 1.088 0.187
H 3.697 -1.603 0.470 1.603 0.053 1.662 0.216
H 1.983 -2.333 0.471 0.539 -0.933 0.460 0.221
H 2.971 -1.938 -0.993 -0.257 -0.611 0.051 0.206
H 2.665 0.408 -2.038 -0.108 -0.420 -0.071 0.216
H 2.201 1.714 -0.963 0.076 -1.102 0.138 0.214
H 3.667 0.868 -0.729 1.297 -0.154 0.483 0.215
H -4.836 1.776 0.582 0.521 -1.308 -0.545 0.396
H 0.236 0.868 0.538 0.548 0.222 -0.320 0.197
```
Forces are in eV/Å.

Values from the calculation:
Total charge = 0
Energy = -725.17288 a.u.
Molecular weight = 133.22 g mol⁻¹


[5]
This record from the OMol25 dataset describes C5H11NOS as an isolated structure in a non-equilibrium geometry. The level of theory is ωB97M-V/def2-TZVPD.

The geometry in XYZ format:
```
19
Properties=species:S:1:pos:R:3:forces:R:3:nbo_charge:R:1
C -1.891 -1.228 0.020 -3.091 0.867 -0.630 -0.359
C -0.189 0.219 -0.845 -0.921 2.419 -0.638 0.059
C 0.185 1.769 -0.607 0.180 -0.041 -1.065 -0.233
C 0.752 -0.843 -0.348 2.061 -1.297 -1.343 -0.309
C 1.573 -1.054 0.896 0.522 0.354 2.020 -0.489
H -1.527 -1.999 1.212 -0.887 2.690 -3.990 0.220
H -3.147 -0.807 0.073 3.624 -2.511 0.096 0.238
H -1.669 -1.881 -1.171 -0.727 1.915 4.075 0.206
H -0.457 0.067 -2.043 1.019 0.161 2.906 0.196
H -0.775 2.204 -0.920 0.516 0.320 -0.298 0.201
H 1.044 2.164 -1.271 -1.452 -0.860 1.047 0.207
H 1.059 1.611 1.250 -0.226 1.167 -0.868 0.343
H -0.467 1.959 1.351 0.808 0.781 -1.225 0.354
H 0.621 -1.840 -0.936 0.426 1.853 1.175 0.247
H 1.606 -0.514 1.958 -0.749 -0.443 -2.784 0.242
H 1.780 -2.137 1.214 -0.001 1.473 -1.322 0.236
N 0.374 2.258 0.776 -0.253 -2.625 1.468 -0.813
O -1.431 0.211 -0.129 0.424 -4.153 0.226 -0.587
S 2.558 -0.159 -0.480 -1.273 -2.071 1.148 0.041
```
Forces are in eV/Å.

Values from the calculation:
Total charge = 0
Energy = -725.06493 a.u.
Molecular weight = 133.22 g mol⁻¹


[6]
This record from the OMol25 dataset describes a 2-piece molecular cluster, C5H11NOS overall in a non-equilibrium geometry. The level of theory is ωB97M-V/def2-TZVPD.

The geometry in XYZ format:
```
19
Properties=species:S:1:pos:R:3:forces:R:3:nbo_charge:R:1
C 0.667 1.560 -0.242 2.397 -1.887 -2.444 -0.255
C 1.427 2.702 0.395 -1.916 -1.588 4.096 -0.604
C -0.291 -3.146 -0.347 0.621 2.421 -1.279 -0.529
C -1.338 -2.622 -1.014 -0.211 -0.720 0.399 0.138
C -0.595 0.025 1.047 -1.088 3.556 -2.630 0.039
N 0.509 0.356 0.568 0.174 0.328 0.704 -0.418
O -1.306 -1.630 -1.976 -0.213 -0.826 1.181 -0.678
S -2.116 0.998 0.704 -0.175 -0.391 0.094 -0.117
H -0.188 2.026 -0.702 -0.986 -0.405 0.076 0.201
H 2.325 2.421 0.954 -0.464 -0.486 0.435 0.216
H 1.855 3.228 -0.338 0.882 2.814 -2.917 0.214
H 0.680 3.273 1.092 1.680 -0.671 -1.351 0.205
H 1.275 1.094 -1.171 -1.004 1.397 1.839 0.189
H 0.768 -2.802 -0.263 -1.004 0.148 -1.006 0.212
H -0.410 -3.910 0.319 -1.005 -1.925 1.675 0.203
H -2.380 -2.929 -0.786 0.882 -0.190 -0.458 0.178
H -0.863 -0.776 1.592 0.043 -2.985 1.879 0.187
H -0.574 -1.128 -1.643 0.924 1.100 -0.467 0.478
H -2.987 -0.047 0.689 0.464 0.310 0.174 0.141
```
Forces are in eV/Å.

Values from the calculation:
Total charge = 0
SMILES string = CC/N=C\S.C=CO
Energy = -725.18733 a.u.
Molecular weight = 133.22 g mol⁻¹


In order of appearance, frontier orbital gap = 10.555; 5.783; 9.943; 10.099; 9.302; 9.977 eV.
In order of appearance, relative energy (zero: lowest compared OMol25 entry of this formula, charge and spin) = 279.73; 27.07; 86.65; 399.09; 682.52; 361.15 kJ/mol.